[1]
DFT (the ωB97M-V functional and the def2-TZVPD basis) results for C45H30CaI2N9O3S as an isolated structure.

Geometry as XYZ:
```
91
Properties=species:S:1:pos:R:3:forces:R:3
Ca 0.4269 0.0709 -0.5162 -1.2 0.2 0.5
O 3.0572 0.7565 -7.2190 -0.5 0.1 -0.7
C 3.7724 0.5179 -6.2457 -0.6 -0.1 0.9
O 4.9930 0.4460 -6.1142 0.8 -0.1 0.1
C 2.9634 0.3065 -4.9021 0.3 0.2 -0.4
C 3.6066 0.0362 -3.7057 -0.3 -0.1 0.2
C 2.8553 -0.0141 -2.5344 0.4 0.0 -0.8
N 1.5481 0.2174 -2.5220 0.2 0.1 -0.5
C 0.9172 0.4660 -3.6660 0.5 -0.1 -0.7
C 1.5912 0.5034 -4.8832 0.0 -0.1 0.3
C -0.5173 0.7664 -3.5573 -0.6 0.2 -0.5
C -1.3874 0.6016 -4.6364 0.1 0.0 0.1
C -2.7218 0.9248 -4.4845 0.1 0.0 0.2
C -3.1533 1.4094 -3.2597 0.1 0.0 -0.1
C -2.2166 1.5432 -2.2440 -0.6 0.3 0.0
N -0.9422 1.2265 -2.3818 0.3 0.0 0.0
C 3.4888 -0.2611 -1.2326 0.7 -0.3 0.1
C 4.5698 -1.1343 -1.1077 -0.1 0.2 0.0
C 5.0942 -1.3659 0.1513 -0.1 0.3 0.0
C 4.5691 -0.6687 1.2294 0.1 0.0 -0.1
C 3.5205 0.2093 0.9965 0.5 0.1 0.4
N 2.9785 0.3942 -0.1919 -0.2 0.0 -0.2
H 4.6784 -0.0881 -3.7027 0.1 0.0 -0.1
H 1.1083 0.7247 -5.8224 0.0 0.1 -0.1
H -1.0260 0.2165 -5.5743 0.1 -0.1 -0.1
H -3.4120 0.7998 -5.3075 0.0 0.0 0.0
H -4.1876 1.6785 -3.1047 0.0 0.0 0.1
H -2.5153 1.9086 -1.2693 0.0 0.0 0.0
H 4.9566 -1.6505 -1.9745 -0.1 0.0 0.0
H 5.8871 -2.0867 0.2842 0.1 0.0 0.1
H 4.9354 -0.8237 2.2321 0.1 0.0 0.1
H 3.0975 0.7982 1.8024 0.0 -0.1 0.1
I 2.8895 -4.2099 -1.7537 0.0 0.0 0.5
C 2.6911 -3.5393 0.2432 -0.3 0.0 -0.9
C 3.3613 -4.1633 1.2729 0.2 -0.1 0.5
C 3.1862 -3.7282 2.5658 0.6 -0.7 0.3
I 4.2767 -4.7273 4.0932 -0.2 0.2 -0.3
C 2.3400 -2.6530 2.8689 -0.3 0.3 -0.3
C 2.0690 -2.1650 4.1620 -0.1 0.1 0.1
C 1.2822 -1.0570 4.3158 0.1 -0.2 0.0
C 0.7646 -0.4267 3.1733 -0.1 0.1 0.1
N 0.9585 -0.8806 1.9620 -0.3 0.5 -0.1
C 1.7053 -1.9760 1.7854 0.4 -0.7 0.4
C 1.8540 -2.4260 0.4187 0.5 -1.0 0.2
O 1.2816 -1.8524 -0.5399 0.1 -1.0 -0.2
H 4.0244 -4.9869 1.0559 0.0 -0.1 0.0
H 2.4774 -2.6826 5.0195 0.1 0.0 0.0
H 1.0524 -0.6684 5.2960 0.0 0.1 0.1
H 0.1761 0.4773 3.2682 -0.1 0.0 0.0
S -1.9818 0.2532 0.8835 -0.2 -0.1 0.0
C -1.4219 1.6561 1.7331 -1.8 -1.3 0.7
N -2.0036 2.0932 2.8365 0.4 0.5 -0.1
N -3.0314 1.3987 3.2856 0.4 -0.9 -1.2
C -3.7232 1.7374 4.4097 -0.3 0.5 0.9
C -4.8306 0.9718 4.7938 0.3 0.0 -0.3
C -5.5496 1.3117 5.9195 0.0 0.1 0.1
C -5.1832 2.4084 6.6858 -0.1 0.0 0.1
C -4.0786 3.1631 6.3142 -0.2 -0.1 0.1
C -3.3502 2.8405 5.1896 0.1 -0.2 -0.3
N -0.4223 2.4782 1.3750 2.2 1.6 -0.9
N 0.3571 2.2253 0.3971 -2.0 -0.2 1.7
C 1.2525 3.2484 0.1205 1.0 1.5 -0.1
C 2.0186 3.1493 -1.0429 -0.4 -0.1 0.3
C 2.9074 4.1479 -1.3846 0.2 0.2 -0.1
C 3.0497 5.2664 -0.5778 0.0 0.0 0.0
C 2.2824 5.3847 0.5729 0.1 0.0 0.0
C 1.3916 4.3912 0.9248 -0.1 -0.3 0.0
H -3.3013 0.5804 2.7200 0.1 0.2 0.2
H -5.1082 0.1147 4.1964 -0.1 -0.1 -0.1
H -6.4058 0.7162 6.2030 -0.1 0.0 0.0
H -5.7576 2.6755 7.5604 0.0 0.0 0.1
H -3.7881 4.0145 6.9136 0.0 0.1 0.0
H -2.4888 3.4146 4.8849 0.0 0.1 0.0
H 1.8844 2.2874 -1.6722 0.0 0.0 -0.1
H 3.4881 4.0592 -2.2916 0.0 0.0 -0.1
H 3.7458 6.0478 -0.8477 0.0 0.0 0.0
H 2.3776 6.2672 1.1916 0.0 0.0 0.1
H 0.7875 4.4768 1.8160 0.0 0.0 0.0
N -1.2388 -1.5286 -1.6312 0.0 -0.1 0.0
C -2.0928 -2.2876 -1.7087 0.5 0.4 -0.1
C -3.1764 -3.1823 -1.8761 -0.7 -0.6 -0.1
C -4.4479 -2.8154 -1.4293 0.2 0.0 0.0
C -5.5185 -3.6587 -1.6605 -0.1 0.0 0.0
C -5.3325 -4.8602 -2.3274 0.0 0.0 0.0
C -4.0685 -5.2251 -2.7644 0.0 -0.1 0.0
C -2.9864 -4.3943 -2.5424 0.0 0.2 0.1
H -4.5756 -1.8766 -0.9097 0.0 0.1 0.0
H -6.5057 -3.3760 -1.3260 -0.1 0.0 0.0
H -6.1740 -5.5133 -2.5087 -0.1 0.0 0.0
H -3.9274 -6.1583 -3.2882 0.0 -0.1 0.0
H -1.9981 -4.6676 -2.8814 0.1 0.0 0.0
```
Positions in Å, forces in eV/Å.

Calculated values
Calculated total energy: -4122.79085 Ha
Frontier orbital gap: 6.23 eV
Total charge: -1
Energy above the lowest of the compared OMol25 structures with the same formula, charge and spin: 1.235 eV
Multiplicity: 1
HOMO: -5.05 eV



[2]
DFT (the ωB97M-V functional and the def2-TZVPD basis) results for a 8-piece molecular cluster, C45H31F3O32S2 overall.

Geometry as XYZ:
```
113
Properties=species:S:1:pos:R:3:forces:R:3
O 2.1707 2.2046 -0.2536 -8.1 -2.8 0.0
S 0.9701 1.3747 0.2648 4.8 3.8 2.5
O 0.9559 1.3038 1.8135 -0.3 -0.9 -5.8
O 1.0221 -0.0652 -0.6499 -2.3 1.9 1.8
C -0.3400 -0.6417 -0.4137 0.6 0.1 1.2
C -1.3063 0.7176 -0.5389 -1.9 0.2 -0.9
S -1.7183 1.0784 -2.3696 0.0 0.5 0.9
C -2.7254 0.4720 0.3115 0.6 -0.2 1.2
F -2.2660 0.1492 1.7144 -2.2 1.2 -4.2
F -3.4680 -0.7335 -0.1686 2.3 4.4 1.6
F -3.5488 1.7027 0.2751 2.4 -4.6 0.4
O -0.6198 1.9762 -0.0955 1.4 -4.3 0.0
H -0.2360 -1.0509 0.7028 -1.0 0.9 -2.4
H -0.5458 -1.5204 -1.1690 0.3 2.2 1.4
H -1.8965 2.4985 -2.3912 0.3 -1.9 0.6
C -5.0505 -5.1823 0.5455 -0.2 -0.2 0.1
C -4.8752 -4.2721 -0.4144 1.7 0.5 0.3
C -5.9692 -3.9295 -1.3648 -0.6 0.4 -0.8
O -5.7845 -3.0753 -2.2245 0.2 -0.5 0.7
C -7.2469 -4.6469 -1.2324 0.3 0.2 -0.2
C -7.4209 -5.5596 -0.2746 -1.7 -0.6 -0.2
C -6.3361 -5.8820 0.6926 0.5 -0.4 0.9
O -6.5321 -6.7123 1.5736 -0.1 0.5 -0.8
O -8.6181 -6.2395 -0.1463 1.8 0.5 0.5
O -3.6687 -3.6123 -0.5605 -1.8 -0.5 -0.5
H -4.2646 -5.4395 1.2445 -0.1 0.0 0.0
H -8.0276 -4.4011 -1.9408 0.0 0.0 0.0
H -8.4949 -6.8425 0.6190 0.0 0.3 -0.3
H -3.7940 -3.0051 -1.3219 0.0 -0.2 0.3
C 5.9076 2.2691 -0.2694 0.6 0.1 -0.3
C 5.1457 2.2827 0.8261 -1.8 -1.0 -0.3
C 5.6641 2.8004 2.1226 0.3 0.4 1.0
O 4.9343 2.8178 3.1075 0.2 -0.2 -0.8
C 7.0565 3.2732 2.1686 -0.6 0.1 0.1
C 7.8193 3.2563 1.0738 1.8 0.9 0.7
C 7.2921 2.7644 -0.2285 -0.5 -0.3 -0.5
O 8.0115 2.7783 -1.2217 -0.3 -0.1 0.7
O 9.1297 3.6966 1.1107 -2.0 -1.1 -0.6
O 3.8442 1.8164 0.7960 4.9 0.3 2.2
H 5.5428 1.8977 -1.2188 0.0 0.0 0.1
H 7.4262 3.6302 3.1213 0.0 0.0 -0.1
H 9.4681 3.5853 0.1955 0.0 0.4 0.4
H 3.5040 1.9334 1.7097 0.0 0.0 -0.3
C 9.5048 -2.1576 3.6376 0.2 -0.3 -0.2
C 8.7334 -1.0895 3.4260 -0.8 0.4 1.7
C 8.6457 -0.4523 2.0829 -0.1 0.5 -0.8
O 7.9136 0.5165 1.9145 0.4 -0.8 0.4
C 9.4596 -1.0197 0.9965 -0.3 0.3 0.2
C 10.2337 -2.0857 1.2091 0.9 -0.3 -1.7
C 10.2999 -2.7392 2.5451 0.3 -0.7 0.8
O 11.0064 -3.7288 2.7051 -0.4 0.8 -0.4
O 11.0032 -2.6224 0.1933 -0.8 0.2 1.9
O 7.9853 -0.5357 4.4487 0.7 -0.2 -1.9
H 9.5762 -2.6321 4.6082 0.0 0.0 -0.1
H 9.4002 -0.5361 0.0299 0.0 0.0 0.0
H 11.4713 -3.3859 0.5962 -0.2 0.3 -0.2
H 7.5127 0.2241 4.0442 0.2 -0.3 0.2
C 11.3076 4.2560 -4.3441 0.6 0.1 -0.2
C 10.5457 4.2696 -3.2486 -2.1 -0.9 -0.6
C 11.0641 4.7873 -1.9521 0.3 0.3 0.7
O 10.3343 4.8047 -0.9671 0.5 0.0 -0.8
C 12.4565 5.2601 -1.9061 -0.4 -0.1 0.3
C 13.2193 5.2432 -3.0008 1.7 0.7 0.6
C 12.6921 4.7513 -4.3032 -0.2 -0.4 -1.2
O 13.4115 4.7652 -5.2964 -0.2 0.1 0.9
O 14.5297 5.6835 -2.9640 -1.7 -0.8 -0.8
O 9.2442 3.8033 -3.2787 2.3 1.2 0.5
H 10.9428 3.8846 -5.2934 0.0 0.0 0.1
H 12.8262 5.6171 -0.9534 0.0 0.0 -0.1
H 14.8681 5.5722 -3.8792 -0.1 0.0 0.4
H 8.9040 3.9203 -2.3650 -0.1 -0.4 -0.3
C -8.5375 2.9375 3.4819 0.2 0.1 0.3
C -8.5859 2.4136 2.2556 -1.8 0.2 -0.5
C -7.3686 1.8556 1.6041 0.7 -0.4 -0.6
O -7.4480 1.3636 0.4840 -0.3 0.4 0.7
C -6.0985 1.9239 2.3436 -0.2 -0.2 -0.3
C -6.0497 2.4510 3.5685 1.9 -0.1 0.5
C -7.2720 2.9836 4.2305 -0.7 0.5 0.8
O -7.1991 3.4453 5.3644 0.3 -0.4 -0.8
O -4.8588 2.5208 4.2680 -2.0 0.2 -0.3
O -9.7713 2.3692 1.5449 1.9 -0.3 0.3
H -9.4151 3.3446 3.9683 0.1 0.0 0.0
H -5.2181 1.5310 1.8513 -0.1 0.1 0.1
H -5.0849 2.9407 5.1265 0.1 -0.2 -0.3
H -9.5463 1.9439 0.6888 -0.1 0.2 0.4
C -8.6772 -5.4557 3.9325 0.2 0.2 -0.3
C -9.5060 -5.6169 4.9658 0.1 -1.9 0.4
C -10.2709 -4.4705 5.5302 -0.7 0.5 0.7
O -11.0394 -4.6530 6.4678 0.6 -0.2 -0.7
C -10.0647 -3.1427 4.9310 -0.1 -0.2 0.2
C -9.2331 -2.9811 3.8999 -0.1 1.8 -0.4
C -8.4897 -4.1323 3.3183 0.6 -0.7 -0.5
O -7.7464 -3.9557 2.3588 -0.5 0.3 0.6
O -9.0326 -1.7356 3.3338 0.3 -1.9 0.2
O -9.6854 -6.8573 5.5501 -0.3 2.0 -0.3
H -8.1167 -6.2806 3.5110 0.0 0.0 0.0
H -10.6132 -2.3151 5.3622 0.0 -0.1 0.0
H -8.3896 -1.8805 2.6056 -0.3 0.1 0.3
H -10.3329 -6.7134 6.2742 0.3 -0.1 -0.3
C -2.6397 0.1877 -6.6013 -0.1 0.3 0.4
C -3.0255 -0.5255 -7.6611 1.7 -0.8 -0.7
C -4.4551 -0.5863 -8.0737 -1.0 -0.3 -0.6
O -4.7768 -1.2347 -9.0632 0.6 0.4 0.7
C -5.4392 0.1435 -7.2592 0.1 -0.2 -0.3
C -5.0536 0.8538 -6.1974 -1.6 0.7 0.7
C -3.6209 0.9368 -5.8014 0.9 0.1 0.4
O -3.2950 1.6127 -4.8313 -0.5 -0.3 -0.6
O -5.9735 1.5399 -5.4259 1.8 -0.6 -0.6
O -2.1093 -1.2343 -8.4162 -1.8 0.7 0.6
H -1.6037 0.2425 -6.2914 -0.1 0.0 0.0
H -6.4769 0.0763 -7.5597 0.1 0.0 0.0
H -5.4483 1.9758 -4.7197 -0.2 -0.2 -0.3
H -2.6338 -1.6652 -9.1258 0.2 0.2 0.3
```
Positions in Å, forces in eV/Å.

Calculated values
Calculated total energy: -5236.77180 Ha
Frontier orbital gap: 7.41 eV
SMILES string: O=S1(=O)OC[C@@](S)(C(F)(F)F)O1.O=C1C=C(O)C(=O)C=C1O.O=C1C=C(O)C(=O)C=C1O.O=C1C=C(O)C(=O)C=C1O.O=C1C=C(O)C(=O)C=C1O.O=C1C=C(O)C(=O)C=C1O.O=C1C=C(O)C(=O)C=C1O.O=C1C=C(O)C(=O)C=C1O
Multiplicity: 1
HOMO: -9.32 eV



[3]
DFT (the ωB97M-V functional and the def2-TZVPD basis) results for C45H31FeGeN3S3 as an isolated structure.

Geometry as XYZ:
```
84
Properties=species:S:1:pos:R:3:forces:R:3
Fe -0.8876 -0.4973 0.0111 -0.1 -0.3 0.3
S 6.0015 -0.4723 -1.8692 0.1 0.0 0.1
C 6.1935 -0.2756 -3.5503 0.0 0.0 0.0
C 4.9964 -0.2003 -4.1937 -0.1 0.0 0.1
C 3.9003 -0.3054 -3.2988 0.0 0.0 -0.1
C 4.2882 -0.4596 -1.9961 -0.1 -0.1 0.2
C 3.4297 -0.5907 -0.8122 0.0 0.0 -0.2
C 2.0332 -0.6686 -0.9751 0.0 0.0 0.0
N 1.1940 -0.7495 0.0372 -0.1 0.0 -0.2
C 1.6703 -0.7496 1.3040 -0.2 0.0 0.1
C 3.0327 -0.7136 1.5746 0.2 0.0 0.1
C 3.4686 -0.7380 2.9499 0.0 0.0 -0.1
C 2.5786 -0.7680 3.9622 -0.1 0.0 0.0
C 1.1595 -0.7617 3.7031 0.1 0.0 0.2
C 0.1827 -0.7564 4.7097 0.1 0.0 0.1
C -1.1629 -0.7190 4.3992 -0.2 0.0 0.1
C -1.4983 -0.6791 3.0324 0.0 0.0 0.1
N -0.5937 -0.7038 2.0728 -0.1 0.0 -0.1
C 0.7211 -0.7511 2.3836 0.0 0.0 -0.2
C -2.2078 -0.7255 5.4322 0.2 0.0 -0.2
C -2.0390 -0.7658 6.7879 0.0 0.0 0.2
C -3.2654 -0.7848 7.5001 0.1 0.0 -0.1
C -4.3427 -0.7604 6.6683 0.0 0.0 0.0
S -3.8797 -0.7137 5.0300 -0.1 0.0 -0.1
C 3.9101 -0.6343 0.4804 0.1 0.0 0.1
H 7.1828 -0.2254 -3.9765 0.0 0.0 0.0
H 4.8976 -0.0733 -5.2615 0.0 0.0 0.0
H 2.8696 -0.2519 -3.6229 0.1 0.0 0.0
H 1.5939 -0.6501 -1.9646 0.0 0.0 0.0
H 4.5319 -0.7291 3.1531 0.0 0.0 0.0
H 2.9158 -0.7868 4.9908 0.0 0.0 0.0
H 0.5024 -0.7784 5.7440 0.0 0.0 0.0
H -2.5332 -0.6201 2.7122 0.0 0.0 0.0
H -1.0742 -0.7763 7.2754 0.0 0.0 0.0
H -3.3413 -0.8170 8.5765 0.0 0.0 0.0
H -5.3883 -0.7668 6.9315 0.0 0.0 0.0
H 4.9766 -0.5836 0.6701 0.0 0.0 0.0
C 0.2453 2.7034 1.3981 0.1 -0.1 0.2
Ge -0.7744 1.9638 -0.0936 -0.1 0.5 -0.1
C -2.4314 2.9564 -0.2322 -0.3 0.1 0.0
C -3.6785 2.3412 -0.1293 0.0 0.0 0.0
C -4.8473 3.0906 -0.2042 0.0 0.0 0.0
C -4.7792 4.4644 -0.3841 0.0 0.0 0.0
C -3.5429 5.0891 -0.4920 0.0 0.0 0.0
C -2.3784 4.3398 -0.4155 0.0 0.0 0.0
C 0.3115 2.1402 -1.7058 0.0 -0.1 -0.2
C 1.5560 2.7119 -1.6323 0.1 0.0 -0.1
C 2.3754 2.8459 -2.7808 -0.1 0.0 0.1
C 1.9351 2.3946 -3.9880 -0.1 0.0 0.0
C 0.6637 1.7749 -4.1117 0.1 0.0 -0.1
C 0.1979 1.2884 -5.3601 0.1 0.0 0.0
C -1.0122 0.6681 -5.4641 -0.1 0.0 0.0
C -1.8191 0.4971 -4.3162 0.0 0.0 -0.1
C -1.4001 0.9688 -3.1058 0.1 0.0 0.1
C -0.1494 1.6317 -2.9623 -0.1 -0.1 0.1
H 0.3906 3.7706 1.2239 0.0 0.0 0.0
H 1.2210 2.2278 1.5150 0.0 0.0 0.0
H -0.3170 2.5802 2.3245 0.0 0.0 0.0
H -3.7516 1.2650 0.0004 0.0 0.0 0.0
H -5.8094 2.6006 -0.1252 0.0 0.0 0.0
H -5.6873 5.0501 -0.4442 0.0 0.0 0.0
H -3.4880 6.1602 -0.6385 0.0 0.0 0.0
H -1.4209 4.8424 -0.5093 0.0 0.0 0.0
H 1.9312 3.0821 -0.6846 0.0 0.0 0.0
H 3.3489 3.3112 -2.6932 0.0 0.0 0.0
H 2.5516 2.5002 -4.8733 0.0 0.0 0.0
H 0.8229 1.4225 -6.2354 0.0 0.0 0.0
H -1.3615 0.3112 -6.4239 0.0 0.0 0.0
H -2.7783 0.0027 -4.4020 0.0 0.0 0.0
H -2.0485 0.8521 -2.2426 0.0 0.1 0.0
N 1.5873 -7.5514 -1.2093 0.0 0.0 0.0
C 0.9375 -6.6136 -1.0770 -0.1 0.2 0.0
C 0.1225 -5.4326 -0.9133 0.2 -0.2 0.0
C -0.4032 -5.1211 0.3375 0.0 0.0 0.1
C -1.1895 -3.9930 0.4944 0.0 -0.1 0.0
C -1.4514 -3.1649 -0.5976 -0.4 0.0 -0.1
C -0.9019 -3.4698 -1.8434 0.1 0.0 -0.1
C -0.1287 -4.6059 -2.0045 0.0 0.1 -0.1
H -0.2030 -5.7706 1.1790 0.0 0.0 0.0
H -1.6091 -3.7519 1.4635 0.0 0.0 0.0
H -1.0936 -2.8202 -2.6895 0.0 0.0 0.0
H 0.2849 -4.8547 -2.9726 0.0 0.0 0.0
S -3.8001 -1.7678 -0.1355 -0.4 0.1 0.1
C -2.2444 -1.9286 -0.4148 0.9 -0.1 -0.1
```
Positions in Å, forces in eV/Å.

Calculated values
Calculated total energy: -6432.64787 Ha
Frontier orbital gap (spin up / spin down): 6.42 / 6.11 eV
Total charge: +1
Energy above the lowest of the compared OMol25 structures with the same formula, charge and spin: 0.535 eV
Multiplicity: 6
HOMO (spin up / spin down): -10.11 / -10.64 eV